C27H73BrIN2O25P6 | ωB97M-V/def2-TZVPD

```
! RIJCOSX wB97M-V def2-TZVPD def2/J DEFGRID3
* xyz 1 1
C 3.508 -0.397 1.016
C 2.663 -0.781 -0.291
C 2.011 0.504 -0.995
Br 1.701 0.141 -2.896
N 0.774 0.911 -0.195
C -0.434 0.052 -0.502
C -1.203 -0.366 0.856
C -1.013 -1.920 1.148
I -2.031 -3.189 -0.309
N 0.563 2.286 -0.135
C -0.064 2.820 1.078
C 0.345 3.000 -1.364
C 1.131 4.397 -1.535
O -0.385 2.677 -2.317
H 3.219 -1.016 1.917
H 4.618 -0.367 0.845
H 3.198 0.671 1.286
H 1.862 -1.528 0.020
H 3.380 -1.317 -0.983
H 2.762 1.335 -0.849
H 1.033 0.622 0.773
H -0.152 -0.948 -0.959
H -1.199 0.549 -1.151
H -2.303 -0.150 0.734
H -0.770 0.171 1.763
H -1.461 -2.127 2.158
H 0.074 -2.221 1.177
H -0.272 3.921 0.897
H -1.046 2.368 1.386
H 0.671 2.768 1.941
H 1.137 4.717 -2.621
H 2.177 4.331 -1.131
H 0.539 5.187 -0.979
C 9.525 -2.834 3.184
O 8.094 -2.766 3.142
P 7.446 -2.066 1.713
O 6.093 -1.779 2.339
O 7.443 -3.520 0.946
C 6.883 -4.656 1.599
O 7.066 -1.283 0.234
C 8.167 -1.098 -0.665
H 9.821 -3.314 4.117
H 9.905 -3.425 2.345
H 9.950 -1.829 3.151
H 6.158 -4.385 2.368
H 7.685 -5.240 2.056
H 6.389 -5.280 0.856
H 8.610 -2.061 -0.938
H 8.926 -0.460 -0.206
H 7.803 -0.612 -1.573
C 9.041 2.307 -6.117
O 9.628 1.865 -4.886
P 8.564 1.004 -3.846
O 9.426 1.214 -2.616
O 8.925 -0.422 -4.581
C 10.288 -0.768 -4.788
O 7.302 0.234 -2.979
C 6.094 0.011 -3.710
H 9.806 2.816 -6.702
H 8.664 1.454 -6.689
H 8.225 3.005 -5.914
H 10.958 -0.262 -4.092
H 10.574 -0.512 -5.811
H 10.399 -1.845 -4.663
H 6.281 -0.618 -4.586
H 5.665 0.966 -4.026
H 5.380 -0.500 -3.060
C 1.106 -7.447 0.913
O 2.497 -7.114 0.907
P 3.598 -8.393 0.589
O 4.770 -7.612 1.145
O 3.464 -8.155 -1.034
C 3.576 -6.838 -1.551
O 4.511 -9.811 0.297
C 3.752 -10.969 -0.067
H 0.549 -6.530 1.107
H 0.808 -7.848 -0.061
H 0.884 -8.176 1.696
H 4.134 -6.175 -0.887
H 2.576 -6.428 -1.710
H 4.084 -6.881 -2.513
H 3.180 -10.787 -0.981
H 3.073 -11.245 0.744
H 4.441 -11.797 -0.246
C -4.520 9.069 -2.040
O -3.149 9.484 -1.980
P -2.004 8.247 -2.314
O -0.851 8.994 -1.670
O -2.068 8.559 -3.927
C -1.943 9.901 -4.378
O -1.077 6.840 -2.625
C -1.837 5.713 -3.064
H -5.152 9.932 -1.836
H -4.758 8.680 -3.035
H -4.713 8.301 -1.288
H -1.419 10.536 -3.661
H -2.938 10.314 -4.562
H -1.393 9.905 -5.318
H -2.370 5.950 -3.989
H -2.550 5.422 -2.286
H -1.155 4.880 -3.246
C -8.501 0.051 1.347
O -7.257 0.713 1.630
P -6.014 0.433 0.483
O -4.900 0.870 1.420
O -6.518 1.696 -0.443
C -6.761 2.951 0.173
O -4.939 -0.049 -0.757
C -5.554 -0.761 -1.839
H -9.220 0.314 2.123
H -8.890 0.371 0.375
H -8.357 -1.031 1.350
H -6.212 3.071 1.109
H -7.830 3.056 0.369
H -6.462 3.743 -0.514
H -6.324 -0.149 -2.318
H -5.998 -1.688 -1.469
H -4.790 -1.005 -2.580
C -9.956 0.321 7.760
O -10.119 0.521 6.350
P -11.269 -0.515 5.603
O -10.727 -0.284 4.206
O -12.483 0.541 5.945
C -12.315 1.915 5.631
O -12.430 -1.667 5.097
C -13.097 -2.372 6.149
H -9.226 1.041 8.130
H -10.905 0.477 8.282
H -9.589 -0.689 7.956
H -11.581 2.076 4.839
H -11.998 2.453 6.528
H -13.273 2.322 5.311
H -13.630 -1.677 6.805
H -12.376 -2.950 6.732
H -13.822 -3.058 5.706
*
```

Highest occupied orbital energy   -11.2 eV
Frontier orbital gap   7.27 eV

Here are the Mulliken charges for atoms 1 to 2, given in e: atom 1 (C): -0.828, atom 2 (C): -0.240

***

C2H2Cl6 | ωB97M-V/def2-TZVPD

```
! RIJCOSX wB97M-V def2-TZVPD def2/J DEFGRID3
* xyz 0 1
C -0.471 -1.494 -1.450
Cl -1.326 -1.693 0.055
Cl -1.302 -0.280 -2.425
Cl -0.389 -3.038 -2.391
H 0.546 -1.244 -1.236
C 0.643 1.424 1.543
Cl -0.956 1.676 2.258
Cl 1.725 2.679 2.162
Cl 0.494 1.532 -0.236
H 1.036 0.439 1.721
*
```

Highest occupied orbital energy   -11.1 eV
Frontier orbital gap   11.65 eV
SMILES   ClC(Cl)Cl.ClC(Cl)Cl

Here are the natural (NBO) charges for atoms 1 to 2, given in e: atom 1 (C): -0.271, atom 2 (Cl): 0.031

***

C46H35F8NO4P2PbS | ωB97M-V/def2-TZVPD

```
! RIJCOSX wB97M-V def2-TZVPD def2/J DEFGRID3
* xyz 0 1
Pb 1.708 0.626 -0.448
O -0.712 0.082 1.166
P -2.020 -0.570 0.826
C -2.547 -0.648 -0.886
P -2.088 0.786 -1.886
O -0.559 0.819 -1.885
C -2.673 0.433 -3.566
C -4.020 0.129 -3.706
C -4.454 -0.014 -5.013
C -3.687 0.323 -6.099
C -2.336 0.556 -5.866
C -1.797 0.586 -4.598
C -2.885 2.376 -1.577
C -2.084 3.389 -1.051
C -2.647 4.562 -0.534
C -4.043 4.774 -0.532
C -4.791 3.823 -1.159
C -4.270 2.643 -1.707
C -1.931 -2.277 1.286
C -2.994 -3.220 1.118
C -2.923 -4.453 1.780
C -1.786 -4.838 2.506
C -0.667 -3.959 2.505
C -0.788 -2.709 1.915
C -3.485 -0.021 1.650
C -4.772 -0.561 1.517
C -5.703 -0.238 2.519
C -5.414 0.616 3.574
C -4.179 1.306 3.515
C -3.316 1.124 2.456
H -3.577 -0.903 -0.909
H -2.162 -1.522 -1.408
H -4.649 -0.159 -2.858
H -5.466 -0.460 -5.122
H -4.157 0.305 -7.134
H -1.589 0.640 -6.628
H -0.835 0.982 -4.461
H -1.036 3.237 -0.934
H -2.003 5.303 -0.122
H -4.511 5.630 -0.075
H -5.886 4.029 -1.217
H -4.940 1.920 -2.114
H -3.918 -2.909 0.483
H -3.835 -5.115 1.762
H -1.721 -5.814 3.030
H 0.299 -4.242 2.794
H -0.001 -2.014 1.956
H -4.998 -1.241 0.710
H -6.608 -0.935 2.605
H -6.023 0.658 4.481
H -3.895 2.030 4.260
H -2.397 1.724 2.383
F 2.877 -7.030 0.689
C 2.170 -6.589 -0.395
C 0.799 -6.510 -0.414
F 0.093 -6.824 0.727
C 0.149 -5.939 -1.538
F -1.180 -5.681 -1.421
C 0.763 -5.650 -2.813
S -0.164 -5.376 -4.176
C 2.152 -5.877 -2.692
F 2.934 -5.796 -3.814
C 2.871 -6.255 -1.553
F 4.193 -6.509 -1.584
F 3.986 -0.182 -2.476
C 3.275 0.978 -2.362
F 2.460 1.057 -3.494
F 4.154 2.004 -2.511
C 3.726 4.696 1.775
C 3.174 4.925 0.392
C 4.236 4.904 -0.708
C 2.422 6.266 0.344
C 2.300 3.753 0.159
C 1.719 2.718 -0.004
H 4.244 5.611 2.232
H 4.395 3.793 1.853
H 2.910 4.484 2.429
H 5.084 5.564 -0.438
H 3.828 5.150 -1.723
H 4.772 3.954 -0.814
H 3.011 7.008 0.873
H 1.448 6.180 0.784
H 2.195 6.594 -0.679
O 2.838 1.450 3.365
C 3.353 0.522 2.735
N 2.985 0.113 1.461
C 3.730 -1.024 1.143
O 3.553 -1.623 0.079
C 4.867 -1.210 2.182
C 6.058 -1.905 2.233
C 6.784 -1.860 3.437
C 6.431 -0.980 4.449
C 5.274 -0.165 4.341
C 4.497 -0.285 3.237
H 6.467 -2.504 1.462
H 7.797 -2.297 3.568
H 7.092 -0.884 5.338
H 5.047 0.644 5.025
*
```

Highest occupied orbital energy (spin up / spin down)   -8.8 / -8.2 eV
Frontier orbital gap (spin up / spin down)   6.78 / 5.36 eV

Here are the Mulliken charges for atoms 1 to 2, given in e: atom 1 (Pb): 1.754, atom 2 (O): -0.388

***

C18H30BCrN5O6 | ωB97M-V/def2-TZVPD

```
! RIJCOSX wB97M-V def2-TZVPD def2/J DEFGRID3
* xyz 0 5
Cr -1.559 -0.822 -0.910
N -0.943 -0.917 1.099
C -1.484 -2.156 1.714
C -2.616 -1.840 2.691
C -2.161 -1.289 4.050
C -2.142 0.229 4.231
N -1.267 0.985 3.318
C 0.138 1.045 3.600
N 0.674 -0.035 4.328
N 0.902 1.347 2.438
C -1.960 -3.132 0.625
O -2.350 -4.229 0.961
O -1.917 -2.681 -0.596
H 0.069 -0.984 1.016
H -1.115 -0.132 1.732
H -0.694 -2.674 2.262
H -3.142 -2.781 2.848
H -3.334 -1.163 2.210
H -1.183 -1.700 4.296
H -2.846 -1.659 4.819
H -1.900 0.454 5.276
H -3.150 0.611 4.058
H -1.622 1.930 3.244
H 0.629 0.068 5.331
H 1.611 -0.273 4.034
H 0.388 1.903 1.768
H 1.763 1.830 2.661
O -2.527 0.620 -4.496
C -2.278 0.389 -3.332
O -2.177 -0.760 -2.754
C -2.103 1.570 -2.380
C -2.246 2.881 -2.802
C -2.105 3.892 -1.871
C -1.836 3.568 -0.547
C -1.702 2.236 -0.208
N -1.824 1.260 -1.110
H -2.465 3.061 -3.845
H -2.210 4.928 -2.167
H -1.733 4.333 0.209
H -1.507 1.922 0.811
C 3.007 1.033 -1.223
C 2.410 0.188 -2.341
C 2.901 0.668 -3.691
O 0.970 0.371 -2.274
B 0.454 -0.676 -1.544
O 1.406 -1.627 -1.260
C 2.561 -1.338 -2.095
C 3.817 -1.745 -1.352
C 2.400 -2.162 -3.366
H 2.690 2.067 -1.362
H 4.098 1.003 -1.235
H 2.659 0.693 -0.245
H 2.757 1.746 -3.772
H 2.356 0.190 -4.502
H 3.966 0.458 -3.810
H 3.871 -1.278 -0.371
H 4.706 -1.467 -1.922
H 3.826 -2.826 -1.218
H 1.497 -1.879 -3.908
H 2.314 -3.213 -3.092
H 3.259 -2.044 -4.028
*
```

Highest occupied orbital energy (spin up / spin down)   -6.8 / -8.7 eV
⟨S²⟩   6.0797
Frontier orbital gap (spin up / spin down)   6.67 / 8.49 eV

Here are the natural (NBO) charges for atoms 1 to 2, given in e: atom 1 (Cr): 1.105, atom 2 (N): -0.858

***

C37H43BrN3NiO5Si | ωB97M-V/def2-TZVPD

```
! RIJCOSX wB97M-V def2-TZVPD def2/J DEFGRID3
* xyz -1 3
Ni -0.133 0.000 0.274
Br 5.448 11.834 -0.496
C 4.640 10.119 -0.291
C 5.438 9.010 -0.043
C 4.857 7.769 0.101
C 3.452 7.617 0.007
C 2.670 8.769 -0.220
C 3.257 10.005 -0.375
N 2.812 6.437 0.131
N 3.543 5.358 0.216
C 3.029 4.139 0.238
C 3.952 3.074 0.479
C 3.555 1.777 0.621
C 2.186 1.407 0.524
O 1.755 0.219 0.726
C 1.246 2.427 0.163
N -0.025 1.991 -0.048
C -0.931 2.872 -0.440
C -0.646 4.220 -0.616
C 0.637 4.683 -0.380
C 1.629 3.782 0.010
H 6.511 9.126 0.035
H 5.461 6.893 0.290
H 1.595 8.659 -0.275
H 2.651 10.882 -0.558
H 4.996 3.340 0.556
H 4.280 0.996 0.810
H -1.927 2.491 -0.628
H -1.428 4.889 -0.945
H 0.891 5.724 -0.505
C -4.865 -2.710 -1.493
C -3.483 -2.908 -1.678
C -2.575 -2.052 -1.116
C -2.987 -0.974 -0.292
C -2.045 -0.114 0.365
C -2.562 0.805 1.260
C -3.948 1.003 1.438
C -4.847 0.249 0.745
C -4.390 -0.789 -0.097
C -5.303 -1.664 -0.732
H -5.575 -3.382 -1.961
H -3.142 -3.746 -2.273
H -1.513 -2.201 -1.247
H -1.894 1.426 1.850
H -4.286 1.775 2.122
H -5.914 0.421 0.840
H -6.366 -1.502 -0.584
C 3.715 -2.184 -0.355
C 3.569 -2.812 1.032
C 4.169 -4.221 1.040
C 4.261 -1.940 2.080
O 2.211 -2.916 1.436
Si 0.830 -3.125 0.560
O 0.162 -1.815 -0.026
O 1.209 -4.135 -0.686
C 0.700 -5.386 -1.113
C 0.893 -6.449 -0.026
C -0.782 -5.247 -1.458
C 1.505 -5.773 -2.354
O -0.179 -3.960 1.574
C -0.565 -3.638 2.910
C -1.952 -4.248 3.102
C 0.448 -4.271 3.870
C -0.626 -2.131 3.154
H 4.769 -2.021 -0.588
H 3.180 -1.237 -0.377
H 3.268 -2.836 -1.105
H 5.223 -4.202 0.752
H 3.612 -4.844 0.342
H 4.076 -4.649 2.040
H 5.312 -1.788 1.824
H 4.200 -2.418 3.060
H 3.751 -0.979 2.134
H 0.393 -6.122 0.884
H 1.956 -6.573 0.187
H 0.483 -7.408 -0.350
H -1.322 -4.906 -0.574
H -1.196 -6.197 -1.803
H -0.898 -4.494 -2.239
H 2.561 -5.870 -2.097
H 1.410 -4.996 -3.115
H 1.151 -6.723 -2.758
H -1.908 -5.326 2.934
H -2.640 -3.812 2.376
H -2.323 -4.059 4.111
H 0.432 -5.359 3.773
H 0.226 -4.001 4.904
H 1.441 -3.911 3.603
H -1.224 -1.658 2.378
H 0.378 -1.702 3.108
H -1.068 -1.919 4.129
*
```

Highest occupied orbital energy (spin up / spin down)   -3.6 / -5.2 eV
⟨S²⟩   2.2192
Frontier orbital gap (spin up / spin down)   5.67 / 5.14 eV

Here are the Mulliken charges for atoms 1 to 2, given in e: atom 1 (Ni): 0.385, atom 2 (Br): -0.224

***

C25H39KN6NaO15 | ωB97M-V/def2-TZVPD

```
! RIJCOSX wB97M-V def2-TZVPD def2/J DEFGRID3
* xyz -1 1
N -0.667 2.086 0.999
C -0.185 0.766 0.533
C 0.448 0.026 1.723
C 0.812 -1.406 1.364
N 1.297 -1.484 -0.043
C 1.714 -0.208 -0.446
N 3.006 0.001 -0.652
N 0.787 0.836 -0.565
N 0.147 0.806 -1.878
H -0.497 2.120 1.996
H -1.680 2.115 0.949
H -1.054 0.197 0.185
H -0.218 0.034 2.583
H 1.331 0.603 2.030
H 1.598 -1.736 2.035
H -0.059 -2.039 1.486
H 0.573 -1.862 -0.644
H 3.648 -0.723 -0.369
H 3.392 0.853 -1.023
H 0.190 -0.139 -2.247
H -0.820 1.104 -1.807
N 0.105 3.628 -5.339
C -0.174 4.882 -5.806
C -0.035 5.771 -4.760
C 0.340 5.017 -3.625
C 0.425 3.703 -4.010
H 0.077 2.786 -5.884
H -0.452 5.036 -6.836
H -0.193 6.841 -4.799
H 0.525 5.405 -2.637
H 0.681 2.817 -3.454
C 0.848 -6.150 1.897
C -0.254 -5.680 2.492
C -1.189 -4.724 1.793
O -2.185 -4.353 2.380
C -0.840 -4.297 0.447
C 0.266 -4.768 -0.139
C 1.178 -5.744 0.552
O 2.157 -6.134 -0.062
O 0.638 -4.378 -1.365
O -0.598 -6.023 3.723
H 1.521 -6.836 2.391
H -1.501 -3.595 -0.044
H 1.469 -4.827 -1.596
H -1.431 -5.550 3.917
C 0.056 -2.268 4.650
O 0.935 -2.899 4.059
O -0.253 -2.726 5.939
O -0.587 -1.247 4.275
H 0.364 -3.471 5.976
C 2.222 -11.142 -1.683
C 0.965 -10.297 -1.543
C 1.079 -9.002 -2.330
O 0.727 -10.004 -0.167
H 3.090 -10.603 -1.293
H 2.128 -12.063 -1.108
H 2.414 -11.400 -2.726
H 0.102 -10.865 -1.893
H 1.913 -8.401 -1.956
H 0.174 -8.404 -2.214
H 1.238 -9.192 -3.393
H 1.480 -9.501 0.160
O -0.912 8.291 -2.294
H -0.605 7.517 -2.776
K 0.673 6.763 -7.091
Na 0.751 3.649 1.293
C -2.821 4.884 4.801
C -3.916 5.641 5.300
C -3.719 7.175 5.235
O -4.611 7.948 5.564
C -2.445 7.669 4.779
C -1.368 6.896 4.301
C -1.621 5.386 4.277
O -0.767 4.599 3.803
O -0.271 7.309 3.908
O -4.959 5.183 5.754
H -2.889 3.794 4.808
H -2.345 8.747 4.816
O -2.587 0.802 4.207
H -2.140 -0.098 4.376
H -3.097 0.774 3.382
H -1.936 1.537 4.208
C 1.688 10.825 -8.570
O 2.228 9.584 -8.648
H 0.672 10.901 -8.099
H 2.276 11.577 -7.983
H 1.535 11.352 -9.549
*
```

Highest occupied orbital energy   -3.4 eV
Frontier orbital gap   1.50 eV

Here are the Mulliken charges for atoms 1 to 2, given in e: atom 1 (N): -0.698, atom 2 (C): -0.001

***

no.,DFT total energy (Eh)
1,-7982.229562
2,-2838.542793
3,-4202.104558
4,-2498.595659
5,-6348.248412
6,-3194.976453